1) The following is a quantum chemistry calculation of C3H4N2OS in the gas phase, from the OMol25 dataset.

Bonds (Å) are listed after each position.
Cartesian coordinates (Å):
1 S 0.965 2.613 0.070  C11 1.754
2 H 0.180 -1.669 -0.549  C7 1.248
3 C 1.668 0.283 -0.965  N4 1.217, C11 1.448
4 N 2.722 -0.271 -1.221  C3 1.217
5 O -1.783 0.743 0.448  H6 1.166, N10 1.483
6 H -1.315 1.534 1.165  O5 1.166
7 C -0.595 -1.227 0.323  H2 1.248, H8 1.146, H9 1.150, N10 1.449
8 H -0.430 -1.752 1.329  C7 1.146
9 H -1.506 -1.464 -0.337  C7 1.150
10 N -0.423 0.206 0.200  O5 1.483, C7 1.449, C11 1.400
11 C 0.517 1.004 -0.464  S1 1.754, C3 1.448, N10 1.400

Computed properties:
lowest unoccupied orbital energy: -0.0621 hartree
charge: 0
SMILES: CN(O)C(=S)C#N
orbital gap: 7.75 eV

=====

2) The following is a quantum chemistry calculation of C3H4N2OS in the gas phase, from the OMol25 dataset.

Bonds (Å) are listed after each position.
Cartesian coordinates (Å):
1 C -1.305 -0.476 0.841  H3 1.040, H6 1.184, H7 1.114, C9 1.476
2 C 0.959 -0.680 -0.372  O4 1.293, S5 1.688, C9 1.407
3 H -1.490 -1.434 0.481  C1 1.040
4 O 1.631 0.123 -1.130  C2 1.293, N8 1.476
5 S 1.295 -2.320 -0.150  C2 1.688
6 H -1.032 -0.470 1.993  C1 1.184
7 H -2.117 0.286 0.861  C1 1.114
8 N 1.072 1.435 -0.751  O4 1.476, N10 1.376, H11 1.179
9 C -0.155 0.051 0.081  C1 1.476, C2 1.407, N10 1.274
10 N -0.201 1.281 -0.252  N8 1.376, C9 1.274
11 H 1.342 2.205 -1.602  N8 1.179

Computed properties:
lowest unoccupied orbital energy: -0.0232 hartree
charge: 0
SMILES: Cc1n[nH]oc1=S
orbital gap: 8.20 eV

=====

3) The following is a quantum chemistry calculation of C3H4N2OS in the gas phase, from the OMol25 dataset.

Bonds (Å) are listed after each position.
Cartesian coordinates (Å):
1 H -2.012 -0.266 -1.025  C9 1.095
2 C 0.841 -0.005 0.550  C4 1.377, O7 1.337, N8 1.331
3 H -0.582 1.916 -2.289  S5 1.346
4 C 0.065 0.477 -0.481  C2 1.377, S5 1.793, C9 1.388
5 S 0.548 1.822 -1.563  H3 1.346, C4 1.793
6 H 2.320 -0.074 1.659  O7 0.979
7 O 2.069 0.426 0.856  C2 1.337, H6 0.979
8 N 0.252 -1.007 1.200  C2 1.331, N11 1.326
9 C -1.079 -0.309 -0.452  H1 1.095, C4 1.388, N11 1.332
10 H -1.512 -1.841 0.970  N11 1.005
11 N -0.910 -1.139 0.575  N8 1.326, C9 1.332, H10 1.005

Computed properties:
lowest unoccupied orbital energy: 0.0288 hartree
charge: 0
SMILES: Oc1n[nH]cc1S
orbital gap: 9.06 eV

=====

The most stable structure shown above is 3); the least stable is 1).